DFT (ωB97M-V with the def2-TZVPD basis set) results for a cluster of 2 separate species, H2NO3S2 in total.

Summary:
ΔE to the lowest compared entry with this formula, charge and spin = 52.75 kcal per mole
Total energy = -1078.02708 a.u.
Charge = -1
LUMO energy (alpha / beta) = 3.06 / 3.46 eV
Highest occupied orbital energy (alpha / beta) = -3.63 / -4.90 eV

Structure (XYZ):
```
8
Properties=species:S:1:pos:R:3:forces:R:3
S 1.278091 0.057471 0.024775 -0.899 0.259 -0.142
S -2.128184 -0.729690 -0.138377 0.289 -0.335 0.440
O 2.188564 -0.986724 0.502090 0.265 0.692 0.005
O 1.613088 1.494185 0.184180 0.308 -1.087 0.104
O 0.714541 -0.239939 -1.315038 0.290 0.096 0.114
N -1.428459 0.088118 1.180529 -0.207 0.007 -1.636
H -1.158198 -0.595016 -1.119213 -0.426 0.236 0.504
H -1.079440 0.911598 0.681053 0.380 0.133 0.611
```
Forces are in eV/Å.

***

DFT (ωB97M-V with the def2-TZVPD basis set) results for a cluster of 2 separate species, H2NO4 in total.

Summary:
ΔE to the lowest compared entry with this formula, charge and spin = 20.37 kcal per mole
Total energy = -356.76822 a.u.
Charge = -1
LUMO energy = 4.86 eV
Highest occupied orbital energy = -4.54 eV

Structure (XYZ):
```
7
Properties=species:S:1:pos:R:3:forces:R:3
O -0.770622 0.557230 -1.259797 1.127 0.692 0.439
O 0.797201 -1.383904 0.521237 1.672 5.302 2.092
O -1.596075 0.039504 -0.238879 -0.165 -2.023 1.223
O 1.244123 0.892399 0.394197 0.034 -2.700 1.697
N 1.332744 -0.145633 1.107520 -1.656 -2.510 -3.290
H -1.007144 -0.723849 0.108842 -0.815 1.191 -0.598
H -0.000226 0.764253 -0.633120 -0.197 0.048 -1.562
```
Forces are in eV/Å.

***

DFT (ωB97M-V with the def2-TZVPD basis set) results for a cluster of 2 separate species, H2NO4P in total.

Summary:
ΔE to the lowest compared entry with this formula, charge and spin = 30.63 kcal per mole
Total energy = -698.23869 a.u.
Charge = -2
LUMO energy = 6.76 eV
Highest occupied orbital energy = 2.15 eV

Structure (XYZ):
```
8
Properties=species:S:1:pos:R:3:forces:R:3
P -2.943491 0.141644 0.054887 -0.300 -3.692 -0.213
O -3.522409 1.251116 0.792492 -0.272 1.606 1.974
O -2.598860 -1.210328 0.673692 -0.188 2.132 -0.408
O 1.740244 0.711732 0.498362 1.674 0.314 0.777
O -3.079324 0.232910 -1.405523 0.502 -0.084 -1.362
N 0.734752 0.262681 -0.390795 1.372 -1.239 0.130
H 0.418012 1.122652 -0.747153 -1.564 0.952 -0.619
H 0.097660 -0.167179 0.255705 -1.224 0.011 -0.279
```
Forces are in eV/Å.

***

DFT (ωB97M-V with the def2-TZVPD basis set) results for the ion H2NO4P with charge -2.

Summary:
ΔE to the lowest compared entry with this formula, charge and spin = 2.09 kcal per mole
Total energy = -698.28418 a.u.
Charge = -2
LUMO energy = 7.89 eV
SMILES = NOP(=O)([O-])[O-]
Highest occupied orbital energy = 0.86 eV

Structure (XYZ):
```
8
Properties=species:S:1:pos:R:3:forces:R:3
P 0.324099 0.417081 0.932079 -1.645 -1.124 -0.686
O 0.822589 -0.335236 -0.611206 0.672 1.894 0.754
O -0.838848 -0.570101 1.352716 1.444 1.489 -0.467
O 1.617648 0.337282 1.675072 0.715 -0.328 0.708
O -0.096834 1.843419 0.569851 -0.371 -0.634 -0.091
N -0.252822 -0.494082 -1.526237 -0.825 -0.638 0.137
H -1.049702 0.166483 -1.314926 1.321 -0.490 0.313
H -0.526131 -1.364844 -1.077349 -1.311 -0.168 -0.669
```
Forces are in eV/Å.

***

DFT (ωB97M-V with the def2-TZVPD basis set) results for the molecule H2NO4P.

Summary:
ΔE to the lowest compared entry with this formula, charge and spin = 0.00 kcal per mole
2S+1 = 3
<S²> = 2.008
Total energy = -698.26068 a.u.
LUMO energy (alpha / beta) = 0.30 / -1.54 eV
Highest occupied orbital energy (alpha / beta) = -9.84 / -11.59 eV

Structure (XYZ):
```
8
Properties=species:S:1:pos:R:3:forces:R:3
P 0.336761 -0.148720 -0.019550 -0.506 0.660 -0.712
O -1.805322 -1.281571 0.934091 0.748 0.792 0.272
O -0.208165 0.337944 -1.459668 -1.292 -0.377 0.309
O 0.696172 1.158425 0.771676 1.809 0.890 -0.446
O 1.374402 -1.150867 -0.144941 0.260 -0.451 0.038
N -0.932153 -0.425561 1.082582 -1.777 -1.704 -0.731
H -1.120470 0.178922 -1.832585 1.488 0.088 1.050
H 1.658775 1.331428 0.668395 -0.728 0.102 0.220
```
Forces are in eV/Å.

***

DFT (ωB97M-V with the def2-TZVPD basis set) results for the ion H2NO4S2 with charge -1.

Summary:
ΔE to the lowest compared entry with this formula, charge and spin = 2.27 kcal per mole
Total energy = -1153.33247 a.u.
Charge = -1
LUMO energy = 3.73 eV
SMILES = N[S@](=O)([O-])=S(=O)=O
Highest occupied orbital energy = -4.68 eV

Structure (XYZ):
```
9
Properties=species:S:1:pos:R:3:forces:R:3
S 2.576482 -0.648701 0.238678 0.114 -0.554 -0.122
S 1.274437 1.178095 0.003681 -2.608 2.842 0.661
O 1.620302 2.021056 1.121659 0.808 -0.491 1.527
O 2.900244 -0.990273 -1.143318 0.082 -0.246 -0.052
O 1.097829 2.004904 -1.153110 0.280 -0.117 -2.503
O 1.455834 -1.418457 0.826597 0.482 -0.372 0.114
N -0.338141 0.593897 0.353547 2.499 1.715 0.682
H 0.082404 -0.180957 0.834510 -1.545 -1.911 0.289
H -0.828992 0.475709 -0.504322 -0.112 -0.865 -0.597
```
Forces are in eV/Å.

***

DFT (ωB97M-V with the def2-TZVPD basis set) results for the ion H2NOS2 with charge -1.

Summary:
ΔE to the lowest compared entry with this formula, charge and spin = 42.07 kcal per mole
Total energy = -927.51924 a.u.
Charge = -1
LUMO energy = 3.77 eV
SMILES = N=[S@@H]([O-])=S
Highest occupied orbital energy = -4.40 eV

Structure (XYZ):
```
6
Properties=species:S:1:pos:R:3:forces:R:3
S -0.197173 0.038380 0.152555 0.724 4.050 0.487
S -2.120941 -0.618203 0.163326 1.265 0.660 -0.100
O 0.176307 1.696510 -0.165721 -1.672 -5.571 1.575
N 0.755884 -0.820520 -0.728653 -1.687 -1.000 1.191
H 0.045947 -0.184288 1.650024 -0.085 0.704 -2.362
H 1.339974 -0.111880 -1.071530 1.456 1.157 -0.792
```
Forces are in eV/Å.

***

DFT (ωB97M-V with the def2-TZVPD basis set) results for the molecule H2NPS2.

Summary:
ΔE to the lowest compared entry with this formula, charge and spin = 90.74 kcal per mole
Total energy = -1193.55972 a.u.
LUMO energy = -1.58 eV
SMILES = NS(#P)=S
Highest occupied orbital energy = -8.28 eV

Structure (XYZ):
```
6
Properties=species:S:1:pos:R:3:forces:R:3
S 1.389487 -0.711096 -1.469446 0.637 0.419 -0.408
S 0.215260 -0.743872 0.023948 -2.556 -0.959 1.371
P -0.681420 -2.387366 0.748178 0.938 2.459 -0.439
N -0.319971 0.914563 0.191289 -0.333 -0.065 0.412
H -0.959070 1.481480 0.843118 1.401 -2.124 -0.979
H 0.355714 1.446291 -0.337087 -0.087 0.271 0.043
```
Forces are in eV/Å.

***

DFT (ωB97M-V with the def2-TZVPD basis set) results for the molecule H2NPS2.

Summary:
ΔE to the lowest compared entry with this formula, charge and spin = 22.51 kcal per mole
Total energy = -1193.66846 a.u.
LUMO energy = -1.25 eV
SMILES = NSP=S
Highest occupied orbital energy = -8.72 eV

Structure (XYZ):
```
6
Properties=species:S:1:pos:R:3:forces:R:3
S 1.668935 -1.097139 0.040212 0.083 -0.236 -0.097
S 4.727424 0.027472 0.059616 -1.289 0.282 -0.177
P 2.872643 0.605940 -0.150917 0.767 -0.727 0.152
N 0.104155 -0.398563 0.134101 1.832 -0.059 1.823
H 0.215731 0.528097 -0.132360 -0.340 2.121 -0.485
H -0.693544 -0.793781 -0.251621 -1.054 -1.382 -1.216
```
Forces are in eV/Å.

***

DFT (ωB97M-V with the def2-TZVPD basis set) results for a structure of composition H2O2P.

Summary:
ΔE to the lowest compared entry with this formula, charge and spin = 98.68 kcal per mole
Total energy = -492.96421 a.u.
Charge = -1
LUMO energy = 4.69 eV
Highest occupied orbital energy = -3.49 eV

Structure (XYZ):
```
5
Properties=species:S:1:pos:R:3:forces:R:3
P -0.383392 0.544017 0.563112 4.420 0.846 4.356
O -1.594050 1.240604 0.156472 -2.738 0.467 -0.287
O 0.550948 1.118546 2.491238 -2.254 -1.823 -4.786
H -0.439156 -0.975056 0.407243 0.219 1.584 0.156
H 0.539379 1.074168 -0.424222 0.353 -1.075 0.560
```
Forces are in eV/Å.